Entry 1:
2 unconnected molecules or ions with the total composition C2H3F2NO. Source: the OMol25 dataset; level of theory: wB97M-V/def2-TZVPD.

Atoms and positions in Å:
C: 2.393 -0.769 0.729
C: -0.911 -0.826 -0.142
N: -1.213 0.382 -0.690
O: 1.712 -1.289 -0.088
F: -1.204 -1.979 -0.874
F: -1.169 -1.203 1.153
H: 3.456 -0.536 0.641
H: -2.262 0.459 -0.749
H: -0.919 0.382 -1.667

LUMO (alpha / beta) = 0.5 / 0.0 eV
Energy relative to the best compared isomer or geometry (same formula, charge and spin) = 4.780 eV
Kohn-Sham gap (alpha / beta) = 9.023 / 8.065 eV
2S+1 = 1
Electronic energy = -407.58070 hartree
HOMO energy (alpha / beta) = -8.492 / -8.073 eV

Entry 2:
3 unconnected molecules or ions with the total composition C35H36N3O15S. Source: the OMol25 dataset; level of theory: wB97M-V/def2-TZVPD.

Atoms and positions in Å:
C: -1.442 -3.304 4.375
C: -0.035 -3.213 3.785
C: -0.047 -2.868 2.292
N: 0.276 -1.458 2.045
C: -0.632 -0.696 1.252
C: -0.906 -0.943 -0.101
C: -0.248 -2.071 -0.866
C: 0.733 -1.601 -1.953
C: 1.833 -0.683 -1.432
S: 3.341 -1.547 -1.008
O: 4.449 -0.747 -1.420
O: 3.271 -2.925 -1.401
O: 3.380 -1.518 0.592
C: -1.796 -0.097 -0.798
C: -2.104 -0.297 -2.243
C: -2.911 -1.359 -2.647
C: -3.163 -1.535 -3.999
C: -2.592 -0.632 -4.889
C: -1.830 0.411 -4.383
N: -1.576 0.592 -3.087
C: -2.401 0.970 -0.159
O: -3.258 1.818 -0.847
C: -2.679 2.849 -1.545
O: -3.170 3.210 -2.578
C: -1.507 3.539 -0.921
C: -0.238 2.975 -0.907
C: 0.824 3.636 -0.312
C: 0.627 4.870 0.284
C: -0.635 5.444 0.243
C: -1.696 4.790 -0.356
C: -2.165 1.187 1.182
C: -1.282 0.373 1.858
C: -1.187 0.917 3.266
O: -0.310 0.746 4.068
N: -2.307 1.769 3.448
C: -3.495 1.045 4.137
O: -4.375 0.750 3.324
O: -3.351 0.850 5.337
C: -2.689 2.213 2.142
O: -3.256 3.238 1.888
H: -1.401 -3.613 5.418
H: -1.999 -4.071 3.833
H: -1.977 -2.360 4.280
H: 0.594 -2.511 4.331
H: 0.423 -4.203 3.884
H: -1.004 -3.120 1.831
H: 0.700 -3.502 1.795
H: 1.219 -1.321 1.720
H: 0.285 -2.763 -0.217
H: -1.049 -2.637 -1.347
H: 1.188 -2.496 -2.367
H: 0.227 -1.110 -2.778
H: 2.123 0.029 -2.201
H: 1.536 -0.100 -0.559
H: 2.878 -2.280 0.917
H: -3.334 -2.021 -1.903
H: -3.781 -2.348 -4.358
H: -2.737 -0.725 -5.957
H: -1.406 1.140 -5.063
H: -0.081 2.007 -1.366
H: 1.797 3.163 -0.301
H: 1.453 5.367 0.774
H: -0.796 6.407 0.710
H: -2.666 5.266 -0.361
C: 2.766 1.582 5.808
C: 3.506 2.877 5.598
C: 2.945 4.061 6.359
O: 3.288 5.163 5.507
C: 3.394 4.690 4.241
O: 3.487 5.374 3.274
O: 3.382 3.341 4.239
H: 1.747 1.656 5.422
H: 3.254 0.769 5.272
H: 2.731 1.326 6.868
H: 4.573 2.753 5.806
H: 3.391 4.196 7.341
H: 1.858 4.014 6.453
C: -0.770 -4.400 -6.209
C: 0.160 -3.221 -6.336
C: 1.498 -3.518 -6.985
O: 2.361 -2.559 -6.363
C: 1.832 -2.249 -5.154
O: 2.377 -1.626 -4.306
O: 0.578 -2.754 -5.045
H: -0.342 -5.152 -5.545
H: -1.724 -4.090 -5.783
H: -0.955 -4.847 -7.186
H: -0.340 -2.392 -6.844
H: 1.499 -3.376 -8.063
H: 1.861 -4.521 -6.748

Charge = -1
LUMO = 1.6 eV
Kohn-Sham gap = 7.164 eV
2S+1 = 1
Electronic energy = -3046.53027 hartree
HOMO energy = -5.527 eV

Entry 3:
A molecular structure, C6H11NO. Source: the OMol25 dataset; level of theory: wB97M-V/def2-TZVPD.

Atoms and positions in Å:
C: 0.431 -0.903 0.336
C: -0.598 -0.455 1.180
C: -0.755 0.973 0.578
C: -0.716 1.203 -0.741
C: -0.122 -0.853 -1.068
C: 0.826 -1.938 -0.749
H: 1.347 0.895 -0.127
H: 2.413 -0.246 0.503
H: -0.315 -0.002 2.269
H: -1.546 -1.000 1.528
H: -0.148 1.662 1.091
H: -1.610 1.540 0.889
H: -0.057 2.390 -0.585
H: -1.886 1.668 -1.310
H: -1.073 -1.037 -1.117
H: 0.397 -2.956 -0.485
H: 1.931 -1.494 -1.177
N: 1.348 0.214 0.573
O: 0.134 0.340 -1.585

LUMO = 0.9 eV
Energy relative to the best compared isomer or geometry (same formula, charge and spin) = 9.924 eV
Kohn-Sham gap = 9.408 eV
2S+1 = 1
Electronic energy = -364.86675 hartree
HOMO energy = -8.495 eV

Entry 4:
A single C5H8O molecule. Source: the OMol25 dataset; level of theory: wB97M-V/def2-TZVPD.

Atoms and positions in Å:
C: -0.968 -1.653 -2.147
C: -0.737 -0.692 -1.108
C: -0.208 -0.147 -0.167
C: 0.044 1.142 0.461
C: 0.673 1.100 1.833
O: 1.883 0.376 1.817
H: -0.745 -2.471 -1.458
H: -1.979 -1.829 -2.507
H: -0.279 -1.487 -2.989
H: 0.690 1.677 -0.242
H: -0.935 1.631 0.471
H: 0.907 2.123 2.137
H: -0.041 0.678 2.557
H: 1.697 -0.448 1.343

SMILES string = CC#CCCO
LUMO = 0.7 eV
Energy relative to the best compared isomer or geometry (same formula, charge and spin) = 2.743 eV
Kohn-Sham gap = 10.193 eV
2S+1 = 1
Electronic energy = -270.45710 hartree
HOMO energy = -9.509 eV

Entry 5:
A molecular structure, C18H20N2O3S. Source: the OMol25 dataset; level of theory: wB97M-V/def2-TZVPD.

Atoms and positions in Å:
C: -4.735 -5.608 2.927
C: -4.007 -4.460 2.485
O: -4.408 -3.411 3.168
C: -3.727 -2.061 2.937
C: -2.807 -1.685 1.997
C: -2.018 -0.489 1.915
C: -2.398 0.590 2.777
C: -3.637 0.273 3.453
C: -4.162 -0.979 3.589
O: -5.183 -1.179 4.620
H: -5.301 -2.281 4.420
H: -3.930 1.045 3.999
H: -2.236 1.609 2.558
C: -0.971 -0.489 0.912
N: -0.531 0.786 0.704
N: 0.693 1.020 -0.022
C: 1.113 0.293 -0.887
O: 0.916 -0.928 -1.172
C: 2.185 0.727 -1.808
C: 3.638 0.867 -0.861
H: 4.320 1.395 -1.545
H: 4.014 -0.146 -0.602
H: 3.416 1.408 -0.030
H: 2.638 0.222 -2.612
S: 1.634 2.447 -2.539
C: 3.122 3.006 -3.213
C: 3.674 2.414 -4.145
C: 4.802 2.557 -5.031
C: 5.472 4.011 -4.662
C: 4.806 4.776 -3.650
C: 3.689 4.232 -3.076
H: 3.191 5.003 -2.326
H: 5.200 5.699 -3.530
H: 6.167 4.434 -5.251
H: 5.249 2.150 -5.710
H: 3.342 1.088 -4.489
H: 0.722 1.963 -0.157
H: -0.527 -1.333 0.504
H: -2.234 -2.691 1.376
H: -3.862 -4.282 1.264
H: -2.797 -4.609 2.776
H: -4.200 -6.500 2.342
H: -5.731 -5.275 2.639
H: -4.604 -5.609 3.958

LUMO = -0.2 eV
Energy relative to the best compared isomer or geometry (same formula, charge and spin) = 14.941 eV
Kohn-Sham gap = 8.403 eV
2S+1 = 1
Electronic energy = -1430.84445 hartree
HOMO energy = -8.616 eV

Entry 6:
3 unconnected molecules or ions with the total composition C7H15N. Source: the OMol25 dataset; level of theory: wB97M-V/def2-TZVPD.

Atoms and positions in Å:
C: 0.193 0.543 0.151
C: -0.712 -0.468 -0.025
C: -0.205 -0.242 1.371
C: 1.892 -0.505 -0.492
C: 0.399 1.978 -0.165
C: -2.442 0.736 -0.095
C: -1.025 -1.649 -0.866
N: 2.838 -0.790 0.513
H: 3.120 0.010 1.064
H: 2.585 -1.561 1.116
H: -0.877 0.190 2.103
H: 0.526 -0.917 1.811
H: 2.249 0.260 -1.175
H: 1.625 -1.396 -1.050
H: 0.239 2.164 -1.228
H: 1.416 2.280 0.094
H: -0.291 2.600 0.404
H: -0.967 -1.396 -1.925
H: -3.176 0.019 0.264
H: -2.590 1.016 -1.135
H: -2.409 1.595 0.568
H: -2.038 -1.989 -0.647
H: -0.349 -2.479 -0.656

LUMO = 0.9 eV
Energy relative to the best compared isomer or geometry (same formula, charge and spin) = 5.064 eV
Kohn-Sham gap = 7.891 eV
2S+1 = 1
Electronic energy = -330.28180 hartree
HOMO energy = -6.981 eV